Entry 1:
{"formula": "C26H32CdClO4", "method": "wB97M-V/def2-TZVPD", "orbital_gap_ev": 5.3, "e_above_lowest_kj_mol": 0.00, "e_tot_ev": -52756.347, "total_charge": -1, "multiplicity": 1, "symbols": ["O", "C", "C", "H", "H", "C", "H", "H", "C", "H", "H", "H", "C", "H", "H", "H", "Cd", "C", "C", "C", "H", "C", "C", "H", "H", "H", "H", "C", "C", "C", "H", "C", "C", "H", "H", "H", "H", "O", "C", "C", "H", "H", "C", "H", "H", "C", "H", "H", "H", "H", "Cl", "C", "C", "C", "C", "C", "C", "C", "O", "O", "H", "H", "H", "H"], "coordinates": [[-5.228797, -0.036789, -1.618175], [-6.048737, -1.130929, -1.082781], [-7.256270, -0.846257, -1.965521], [-6.259892, -0.988003, -0.018210], [-5.597859, -2.107089, -1.274859], [-6.363015, 0.312351, -2.497855], [-8.152537, -0.516853, -1.437486], [-7.478463, -1.619467, -2.705988], [-6.960201, 1.662566, -2.181982], [-7.253155, 1.740086, -1.128738], [-7.866570, 1.829069, -2.787480], [-6.247157, 2.456584, -2.437205], [-6.067226, 0.173791, -3.971268], [-5.676633, -0.817899, -4.228300], [-5.364125, 0.952022, -4.291479], [-6.991906, 0.318191, -4.555244], [1.629342, 0.067376, 0.672004], [3.791105, -0.796431, -1.656191], [3.622510, -1.621948, -0.512398], [2.235679, -2.036966, -0.468630], [4.401351, -1.965911, 0.152116], [1.620159, -1.568336, -1.687160], [2.566617, -0.785706, -2.384016], [2.408053, -0.281796, -3.340930], [4.710477, -0.303710, -1.944509], [1.824116, -2.780132, 0.216217], [0.632047, -1.867383, -2.045970], [3.455387, 2.427368, -0.009555], [2.884765, 2.442490, -1.310558], [1.473377, 2.433946, -1.192296], [3.450868, 2.496815, -2.236427], [1.141204, 2.360500, 0.205049], [2.392565, 2.387898, 0.946829], [2.481417, 2.514069, 2.024051], [4.514070, 2.500021, 0.210120], [0.755591, 2.512741, -2.006399], [0.150396, 2.486538, 0.638270], [-0.793217, -0.270366, 0.128964], [-1.403941, 0.203648, -1.103164], [-2.626713, -0.660311, -1.265652], [-0.671591, 0.130837, -1.919028], [-1.635075, 1.266914, -0.939453], [-2.985373, -1.128739, 0.153529], [-2.371691, -1.531894, -1.876394], [-3.411917, -0.092589, -1.747136], [-1.643728, -1.210634, 0.858637], [-3.534663, -2.071913, 0.175699], [-3.580303, -0.346398, 0.638905], [-1.193210, -2.213886, 0.782815], [-1.644709, -0.883772, 1.905584], [7.885835, -0.463307, 7.016379], [6.857721, -0.361148, 5.652427], [7.415209, -0.159216, 4.375702], [6.563981, -0.064214, 3.268969], [5.169863, -0.175272, 3.416761], [4.632960, -0.379276, 4.693853], [5.463428, -0.472574, 5.817054], [4.275583, -0.046181, 2.201357], [4.823066, 0.231404, 1.113599], [3.006213, -0.234988, 2.412811], [8.496047, -0.076998, 4.261732], [6.982786, 0.101447, 2.277349], [3.550913, -0.463259, 4.801586], [5.043973, -0.630134, 6.810067]], "atomic_forces_ev_per_a": [[-2.715, -0.351, -0.503], [0.246, -0.166, 0.420], [0.728, 0.405, -0.149], [0.334, -0.117, -0.065], [0.194, 0.127, 0.218], [-1.056, -0.209, -0.184], [0.075, -0.114, -0.126], [-0.054, 0.162, 0.171], [0.070, 0.500, -0.084], [0.219, 0.014, -0.146], [0.289, -0.152, 0.139], [-0.126, -0.049, 0.213], [0.232, 0.210, -0.423], [0.080, 0.228, 0.152], [0.041, -0.240, -0.022], [0.223, -0.033, 0.300], [0.980, -0.398, -0.879], [-0.554, -1.324, 0.497], [-0.741, 0.378, -1.180], [0.451, 0.295, -0.006], [-0.170, 0.342, 0.133], [0.207, 0.496, -0.250], [-0.027, -0.588, 0.202], [-0.044, -0.101, 0.415], [-0.113, 0.043, 0.103], [0.135, 0.015, -0.292], [0.224, 0.295, 0.212], [-1.128, 0.539, 0.001], [-0.598, 0.539, 0.821], [0.510, -0.090, 0.411], [-0.165, -0.143, 0.152], [0.366, 0.034, -0.389], [0.509, 0.450, -0.946], [0.005, -0.182, -0.268], [-0.267, -0.267, 0.030], [0.160, -0.216, 0.161], [0.187, 0.075, -0.088], [-0.039, -0.381, 0.571], [0.480, 0.030, 0.961], [0.449, -0.339, -0.359], [-0.136, -0.082, 0.327], [-0.083, -0.213, -0.136], [-0.180, 0.655, 0.058], [-0.039, 0.014, -0.053], [0.281, -0.387, 0.079], [0.811, 0.424, -0.893], [0.021, 0.098, 0.007], [-0.134, -0.181, -0.045], [-0.076, 0.265, 0.048], [-0.128, -0.157, -0.198], [0.489, -0.065, 0.673], [-1.130, 0.113, -1.389], [-0.611, -0.084, 0.323], [-0.090, -0.076, 0.447], [0.360, -0.009, 0.511], [0.363, -0.012, 0.087], [0.546, 0.079, -0.393], [-0.279, 0.262, -1.413], [-0.551, -0.336, 1.884], [1.043, -0.043, 0.230], [-0.284, -0.017, 0.054], [-0.253, -0.043, 0.190], [0.319, 0.031, -0.102], [0.144, 0.047, -0.222]], "mulliken_charge": [-0.386, -0.486, -0.844, 0.286, 0.285, 1.570, 0.317, 0.298, -1.699, 0.380, 0.390, 0.381, -1.795, 0.374, 0.386, 0.426, 1.686, -0.389, -0.630, -1.188, 0.478, -0.425, -0.640, 0.383, 0.419, 0.617, 0.532, -0.035, -0.813, -0.348, 0.439, -1.054, -0.900, 0.557, 0.383, 0.436, 0.602, -0.026, -0.641, -0.030, 0.274, 0.224, -0.552, 0.242, 0.211, -0.617, 0.333, 0.157, 0.277, 0.296, -0.246, 0.482, -0.665, -0.175, -0.099, -0.236, -0.635, 0.585, -0.556, -1.091, 0.370, 0.426, 0.328, 0.373]}

=====

Entry 2:
{"formula": "C26H32Cl2F3N2O16P2S", "method": "wB97M-V/def2-TZVPD", "orbital_gap_ev": 6.9, "e_above_lowest_kj_mol": 32.77, "e_tot_ev": -125821.846, "total_charge": 1, "multiplicity": 1, "symbols": ["C", "C", "O", "O", "C", "C", "C", "C", "C", "P", "N", "O", "C", "C", "N", "Cl", "C", "C", "O", "C", "Cl", "P", "O", "O", "C", "S", "O", "O", "C", "F", "F", "F", "H", "H", "H", "H", "H", "H", "H", "H", "H", "H", "H", "H", "H", "H", "H", "H", "H", "H", "H", "H", "H", "H", "H", "H", "C", "C", "C", "O", "C", "C", "C", "O", "O", "O", "H", "H", "H", "H", "C", "C", "C", "O", "C", "C", "C", "O", "O", "O", "H", "H", "H", "H"], "coordinates": [[2.259071, 2.214164, -5.436208], [2.523652, 1.955931, -3.981519], [3.532622, 2.288621, -3.453502], [1.601580, 1.271509, -3.260256], [0.209599, 1.521412, -3.534257], [-0.556775, 1.124858, -2.281809], [-0.852208, 2.357652, -1.390920], [-1.062171, 2.026392, 0.089774], [0.119665, 2.323900, 1.052320], [-0.227808, 4.151886, 1.492789], [-0.127122, 5.014753, 0.003549], [1.115587, 4.594434, 2.309599], [-0.234150, 1.695836, 2.421148], [1.010747, 1.543776, 3.272186], [1.777465, 0.369451, 2.738806], [3.495110, 0.517366, 3.359131], [1.255280, -0.880334, 3.378232], [1.712104, -1.055349, 4.826839], [1.073366, -0.610733, 5.734867], [1.797474, 0.333235, 1.205414], [0.590885, -0.829235, 0.577220], [3.501287, -0.497963, 0.714803], [3.230458, -2.044981, 1.128642], [3.462541, -0.548472, -0.895493], [1.501170, 1.723860, 0.551803], [3.050145, 2.684797, 0.539371], [3.422280, 3.078721, 1.865561], [4.010842, 1.874078, -0.150915], [2.964859, 4.179763, -0.622815], [2.726476, 5.289269, 0.039762], [4.163540, 4.255129, -1.129341], [2.095347, 3.964714, -1.583467], [1.336106, 1.770327, -5.793262], [2.263497, 3.290028, -5.598587], [3.096737, 1.795775, -5.989406], [-0.137809, 0.960931, -4.395715], [0.061513, 2.580185, -3.762860], [0.048507, 0.396146, -1.752045], [-1.516702, 0.720253, -2.596969], [-1.777629, 2.782612, -1.784820], [-0.087407, 3.106337, -1.560564], [-1.405611, 0.997827, 0.192038], [-1.891624, 2.633453, 0.473128], [-1.075716, 5.016247, -0.362083], [0.106213, 5.982399, 0.211974], [0.914990, 5.439479, 2.739019], [-0.938284, 2.339911, 2.949105], [-0.733817, 0.737290, 2.282432], [0.732285, 1.332663, 4.302593], [1.634322, 2.432624, 3.269306], [0.168264, -0.870305, 3.384865], [1.580937, -1.765750, 2.842529], [2.608426, -1.659670, 4.990336], [2.433639, -2.460655, 0.755346], [3.224939, -1.432353, -1.215382], [1.378144, 1.452935, -0.500449], [0.796800, -5.886785, 4.538715], [0.016235, -6.981273, 4.515934], [-1.336485, -7.013558, 5.191717], [-1.974775, -8.041248, 5.097316], [-1.781826, -5.830118, 5.904230], [-0.997448, -4.744773, 5.928548], [0.337255, -4.709040, 5.229365], [0.964185, -3.658877, 5.293125], [-1.322592, -3.623270, 6.558164], [0.353013, -8.101200, 3.911100], [1.764523, -5.853628, 4.058334], [-2.741744, -5.866443, 6.399258], [-0.580237, -3.002003, 6.431800], [-0.387229, -8.727098, 4.047485], [-3.618218, -1.435597, -4.285340], [-4.935790, -1.639514, -4.444743], [-5.705519, -1.034067, -5.595602], [-6.890416, -1.290562, -5.660277], [-4.992408, -0.191666, -6.537059], [-3.678157, 0.010680, -6.373733], [-2.908542, -0.611867, -5.236610], [-1.710256, -0.378855, -5.174160], [-2.950056, 0.764284, -7.186235], [-5.664113, -2.374550, -3.626444], [-3.057987, -1.867274, -3.467962], [-5.552573, 0.248395, -7.349726], [-2.035150, 0.730787, -6.850362], [-6.577332, -2.358007, -3.978680]], "atomic_forces_ev_per_a": [[-0.138, -0.072, -0.035], [-0.209, -0.114, -0.372], [0.868, 0.159, 0.466], [-0.425, 0.200, 0.243], [-0.041, -0.148, -0.106], [-0.112, 0.989, -0.157], [-0.146, -0.606, -0.400], [0.137, 0.502, -0.113], [0.204, 0.119, 0.291], [-0.832, -0.256, -0.049], [0.149, -0.144, 0.366], [-0.001, 0.351, -0.308], [0.446, 0.057, -0.214], [-0.720, 0.313, 0.365], [0.663, -0.218, 0.252], [-0.736, 0.202, 0.350], [-0.160, -0.885, 0.215], [0.047, 0.112, 0.345], [-0.176, 0.219, 0.074], [0.159, -0.150, -0.573], [-0.302, 0.174, 0.185], [2.307, 0.225, -0.268], [-0.706, -0.139, 0.006], [-0.825, -0.479, 0.041], [-1.120, -0.251, -0.028], [1.385, -0.227, 0.441], [-0.658, 0.533, 0.025], [-0.442, -0.273, -0.311], [0.118, -0.249, 0.293], [-0.398, 0.266, 0.141], [0.591, 0.033, -0.219], [-0.465, 0.067, -0.141], [-0.046, 0.060, -0.098], [-0.072, 0.024, -0.084], [0.034, 0.016, -0.035], [0.184, -0.239, -0.011], [0.030, 0.076, 0.074], [-0.206, -0.330, -0.075], [0.071, -0.490, 0.185], [0.022, 0.183, 0.055], [0.174, 0.110, 0.278], [0.094, -0.096, 0.053], [-0.095, -0.075, 0.038], [0.046, 0.173, -0.192], [0.116, 0.030, -0.191], [0.294, -0.158, 0.214], [-0.043, -0.035, 0.096], [-0.074, -0.022, 0.065], [0.277, -0.257, 0.053], [0.175, -0.040, -0.280], [-0.015, 0.297, -0.149], [0.213, 0.200, -0.229], [0.110, -0.055, -0.060], [0.112, -0.070, 0.013], [-0.014, 0.202, -0.230], [0.252, 0.230, -0.131], [0.095, 0.123, -0.045], [0.160, 0.041, -0.051], [-0.166, 0.205, 0.184], [0.070, -0.110, -0.077], [-0.093, -0.095, -0.017], [-0.131, -0.040, 0.116], [0.130, -0.199, -0.093], [-0.063, 0.111, -0.116], [0.039, 0.033, -0.068], [-0.061, -0.020, 0.003], [0.005, -0.043, 0.003], [0.003, 0.022, 0.011], [0.030, -0.013, 0.031], [-0.023, 0.001, 0.016], [0.134, 0.039, 0.046], [0.121, -0.060, 0.120], [0.070, 0.185, -0.242], [-0.053, -0.073, 0.118], [-0.118, -0.001, -0.020], [-0.115, 0.021, -0.115], [-0.068, -0.193, 0.215], [-0.070, 0.076, -0.145], [0.044, 0.007, 0.041], [-0.052, 0.014, -0.026], [-0.021, -0.040, -0.006], [0.024, 0.002, -0.018], [0.019, -0.040, 0.001], [-0.011, 0.003, -0.031]], "mulliken_charge": [-1.127, 0.714, -0.511, -0.204, -1.182, 0.229, -0.965, -1.906, 2.321, -0.124, -0.503, -0.429, -1.674, -0.864, 0.277, 0.108, -0.404, -0.325, -0.489, -0.010, -0.047, 0.276, -0.535, -0.350, -0.080, 1.638, -0.690, -0.682, 0.603, -0.218, -0.195, -0.128, 0.283, 0.288, 0.377, 0.591, 0.468, -0.129, 0.277, 0.540, 0.620, 0.411, 0.692, 0.279, 0.275, 0.396, 0.794, 0.404, 0.673, 0.588, 0.278, 0.548, 0.478, 0.351, 0.324, -1.271, -1.127, 0.382, 0.990, -0.594, -0.951, 0.344, 1.015, -0.550, -0.581, -0.563, 0.474, 0.442, 0.328, 0.374, -0.986, 0.389, 0.986, -0.601, -0.931, 0.248, 1.010, -0.633, -0.563, -0.571, 0.480, 0.438, 0.317, 0.377]}